1.
{"formula": "C27H36N3O", "method": "ωB97M-V/def2-TZVPD", "species": ["C", "H", "H", "C", "C", "H", "H", "H", "C", "H", "N", "C", "C", "H", "N", "H", "H", "H", "C", "N", "C", "C", "H", "C", "H", "H", "C", "H", "H", "H", "H", "C", "C", "C", "H", "H", "C", "C", "H", "C", "H", "H", "C", "H", "H", "H", "H", "H", "C", "O", "H", "H", "H", "H", "C", "C", "C", "H", "H", "C", "H", "C", "C", "H", "C", "H", "C"], "xyz": [[3.759, -1.272, 0.518], [-1.542, 3.976, -4.390], [2.122, -1.314, -4.460], [1.404, -1.272, -5.282], [-3.134, 2.542, -4.180], [-5.412, 5.182, -5.903], [0.141, 1.603, 3.133], [-1.702, -0.962, -7.753], [1.806, 0.054, 2.551], [-1.638, -2.318, -4.021], [-0.219, 0.056, -3.867], [-4.492, 2.272, -4.375], [2.719, -1.674, -0.362], [-0.050, -2.672, -3.294], [-0.866, -0.656, -5.897], [0.007, 1.030, -2.059], [0.047, 2.002, 1.398], [1.684, -0.460, -5.964], [2.817, -2.967, -0.952], [0.547, -0.029, 1.849], [-2.230, 1.502, -3.557], [-1.022, 1.149, -4.430], [3.971, -4.764, -1.173], [4.769, -2.149, 0.890], [-2.989, 5.667, -5.522], [2.365, 0.884, 2.102], [-4.774, 4.443, -5.414], [1.643, 0.289, 3.629], [-2.220, 1.257, 1.382], [-6.347, 2.971, -5.223], [2.371, -0.882, 2.473], [0.289, 0.132, -2.618], [-0.282, -1.200, 2.265], [-0.036, -1.075, -4.783], [0.027, -1.524, 3.278], [-1.857, 1.876, -2.590], [-2.604, 3.777, -4.563], [-1.039, -1.477, -7.065], [2.051, -3.293, -1.660], [4.830, -3.432, 0.326], [-0.402, 2.058, -4.575], [5.533, -1.820, 1.609], [1.102, -0.831, -2.029], [-4.890, 1.304, -4.058], [-2.230, -1.021, 3.204], [-1.470, -2.440, -6.784], [1.357, -1.682, -2.671], [1.340, 0.019, -0.071], [-3.420, 4.722, -5.193], [-2.069, 1.155, -6.675], [5.647, -4.100, 0.586], [-0.075, -1.659, -7.549], [-0.145, -2.042, 1.577], [-0.379, -3.186, -4.964], [-5.304, 3.211, -5.020], [-1.731, -0.694, 2.290], [3.882, -3.811, -0.643], [-2.801, 0.582, -3.356], [-2.290, -1.087, 1.440], [-0.190, 1.225, 2.143], [3.762, -0.244, 0.881], [-0.562, -2.401, -4.218], [1.646, -0.784, -0.738], [-2.084, 1.284, 3.155], [-1.671, 0.849, 2.235], [1.446, -2.223, -5.831], [-1.401, 0.595, -5.808]], "mulliken_charge": [-0.764, 0.334, 0.300, -1.487, 0.525, 0.374, 0.257, 0.374, -1.550, 0.356, 0.658, -0.392, 0.687, 0.373, 0.228, 0.607, 0.330, 0.406, -0.456, 0.261, -0.786, 0.224, 0.403, -0.578, 0.377, 0.357, -0.441, 0.519, 0.216, 0.378, 0.480, 0.152, -0.604, -0.060, 0.358, 0.433, -0.232, -0.942, 0.474, -0.451, 0.224, 0.385, 0.027, 0.320, 0.301, 0.306, -0.189, 0.301, -0.717, -0.680, 0.403, 0.308, 0.238, 0.502, -0.592, -0.550, -0.669, 0.396, 0.253, -0.672, 0.598, -1.435, -0.314, 0.295, -0.490, 0.460, 0.295], "e_tot_ha": -1289.69006, "e_homo_ha": -0.411, "charge": 1, "homo_lumo_gap_ev": 6.51}

2.
{"formula": "C27H36N5O3S3V", "method": "ωB97M-V/def2-TZVPD", "species": ["C", "H", "C", "H", "C", "O", "H", "C", "C", "H", "C", "S", "H", "H", "S", "C", "C", "H", "H", "O", "H", "H", "C", "N", "N", "C", "H", "C", "H", "H", "C", "H", "C", "C", "H", "N", "S", "H", "V", "H", "O", "H", "H", "H", "H", "H", "H", "C", "C", "H", "H", "H", "C", "C", "H", "C", "H", "C", "N", "C", "H", "H", "C", "C", "H", "H", "H", "N", "H", "C", "C", "H", "C", "C", "H"], "xyz": [[1.167, 4.144, -0.008], [2.496, 1.486, 0.891], [0.412, 3.858, 1.183], [3.069, 6.665, -1.270], [-0.980, 2.544, 2.619], [-2.112, 2.050, -0.645], [3.219, -4.233, -2.074], [-3.386, 3.163, -3.836], [-2.998, 2.128, -4.687], [0.445, 4.610, 1.977], [1.831, 5.381, -0.097], [2.149, -3.080, -4.282], [-3.054, -3.910, 0.449], [-2.054, 2.556, 2.421], [1.735, -0.371, -3.016], [-1.093, -3.050, 4.345], [2.460, -1.894, -3.154], [-3.914, 4.020, -4.237], [1.495, 1.585, 2.796], [3.295, -2.154, -2.100], [-0.777, 3.345, 3.336], [-0.009, -5.233, 2.901], [-3.100, 3.117, -2.488], [-0.979, -0.444, -1.124], [0.900, 0.187, 1.353], [-0.581, 1.148, 3.151], [-1.303, 0.392, 2.819], [2.564, 5.711, -1.209], [-0.317, -1.430, 1.898], [-0.670, -2.067, 4.141], [2.652, 4.794, -2.265], [-3.218, 2.175, -5.745], [-1.443, -0.257, -2.303], [-2.401, 2.033, -1.946], [1.423, -1.726, 2.024], [-2.588, -4.183, 1.297], [-3.123, -1.748, 2.318], [-0.597, -2.439, -1.644], [-0.552, 1.269, 0.040], [2.099, 2.841, -3.002], [0.730, 2.021, -1.046], [0.800, -3.027, 0.205], [4.629, -3.542, -2.880], [-0.750, -5.002, 0.637], [-1.488, -2.166, -0.127], [-1.603, -5.790, 3.448], [-3.386, 3.921, -1.822], [0.826, 0.726, 2.741], [-2.376, -3.237, 2.249], [3.232, 5.048, -3.143], [-0.349, -3.660, 4.855], [4.488, -3.417, -1.101], [2.023, 3.572, -2.207], [2.267, 0.424, 0.820], [-1.965, -6.199, 1.128], [-2.338, 1.042, -4.160], [1.474, -1.626, -0.586], [-1.558, -5.215, 1.343], [-0.290, 2.804, 1.366], [0.642, -1.278, 1.395], [1.223, -0.027, 3.429], [-2.032, 0.222, -4.799], [-1.082, -5.085, 2.792], [1.269, 3.224, -1.076], [-1.449, -1.093, -3.002], [1.749, 6.077, 0.730], [2.334, 0.137, -0.229], [-1.461, -3.712, 3.114], [2.992, -0.141, 1.416], [0.640, -1.958, 0.035], [-0.653, -1.818, -0.746], [-0.655, 1.157, 4.239], [3.941, -3.417, -2.043], [-2.029, 0.971, -2.795], [-1.958, -2.918, 4.996]], "mulliken_charge": [0.719, 0.441, -0.097, 0.398, -1.163, -0.814, 0.357, -0.388, -0.825, 0.209, -0.806, -0.377, 0.347, 0.240, -0.292, -0.817, 0.071, 0.394, 0.538, -0.214, 0.390, 0.428, -0.619, 0.569, 1.138, -0.182, -0.151, -0.821, -0.613, 0.147, -0.461, 0.405, -0.017, 0.732, 0.397, -0.178, -0.328, 0.603, 0.620, 0.407, 0.113, 0.648, 0.351, 0.144, -0.167, 0.371, 0.460, -1.153, -0.021, 0.435, 0.352, 0.250, -1.033, -1.360, 0.366, -0.598, -0.562, -0.388, 0.487, -0.414, 0.491, 0.409, -0.652, 0.407, 0.277, 0.392, 0.137, 0.197, 0.428, -0.191, -0.808, 0.645, -0.924, 0.180, 0.340], "e_tot_ha": -3688.59733, "e_homo_ha": [-0.224, -0.224], "multiplicity": 3, "homo_lumo_gap_ev": [5.85, 5.69]}